Record 1
C38H42Cl2F3N4O13 | ωB97M-V/def2-TZVPD

- Gap between HOMO and LUMO: 7.123 eV
- Multiplicity: 1
- Charge: +1
- LUMO energy: -3.60 eV
- Highest occupied orbital energy: -0.39416 Ha

Cartesian coordinates (Å):
1 C 2.858 4.087 2.462
2 C 3.249 3.988 0.980
3 C 3.803 2.590 0.611
4 C 3.004 1.999 -0.545
5 C 3.490 0.655 -1.107
6 C 3.727 -0.508 -0.106
7 C 5.178 -0.544 0.424
8 F 5.300 0.169 1.544
9 F 6.060 -0.074 -0.456
10 F 5.542 -1.812 0.724
11 C 2.766 -0.688 1.088
12 C 1.321 -0.239 0.904
13 C 0.618 -0.336 -0.280
14 C -0.642 0.141 -0.261
15 C -1.233 0.657 0.854
16 N -0.571 0.749 1.997
17 C 0.676 0.315 1.965
18 N 2.697 -2.161 1.220
19 C 3.292 -2.840 2.383
20 C 2.287 -2.882 3.524
21 C 3.002 -3.447 4.771
22 Cl 0.925 -3.923 3.058
23 C 2.832 -2.694 -0.013
24 N 2.423 -3.902 -0.262
25 C 2.480 -4.531 -1.594
26 C 1.392 -5.602 -1.732
27 C 1.614 -6.791 -0.838
28 O 1.308 -5.992 -3.085
29 N 3.340 -1.747 -0.864
30 Cl 4.501 -2.207 -2.043
31 H 2.543 3.130 2.875
32 H 2.025 4.774 2.588
33 H 3.665 4.475 3.077
34 H 2.344 4.177 0.411
35 H 4.025 4.719 0.780
36 H 3.607 1.969 1.486
37 H 4.874 2.612 0.435
38 H 1.954 1.997 -0.278
39 H 3.073 2.709 -1.370
40 H 4.361 0.844 -1.723
41 H 2.722 0.312 -1.788
42 H 3.023 -0.245 2.044
43 H 1.050 -0.755 -1.170
44 H -1.215 0.114 -1.178
45 H -2.253 1.007 0.827
46 H 1.245 0.416 2.890
47 H 3.520 -3.867 2.115
48 H 4.158 -2.304 2.757
49 H 1.986 -1.871 3.775
50 H 2.519 -4.342 5.143
51 H 4.034 -3.702 4.541
52 H 3.028 -2.714 5.572
53 H 2.032 -4.408 0.525
54 H 2.434 -3.764 -2.357
55 H 3.448 -5.021 -1.693
56 H 0.448 -5.130 -1.426
57 H 1.720 -6.466 0.195
58 H 0.728 -7.414 -0.893
59 H 2.459 -7.399 -1.147
60 H 1.243 -5.191 -3.613
61 C -2.201 4.418 -4.827
62 C -0.989 4.355 -4.258
63 C -0.761 3.628 -2.962
64 O 0.371 3.591 -2.511
65 C -1.901 3.006 -2.314
66 C -3.114 3.070 -2.878
67 C -3.337 3.776 -4.188
68 O -4.462 3.783 -4.653
69 O -4.190 2.522 -2.331
70 O 0.084 4.923 -4.792
71 H -2.379 4.937 -5.759
72 H -1.725 2.503 -1.374
73 H -4.932 2.710 -2.938
74 H 0.825 4.731 -4.188
75 C -6.365 8.495 -3.657
76 C -5.953 7.324 -4.157
77 C -6.083 6.993 -5.614
78 O -5.660 5.914 -5.985
79 C -6.705 7.972 -6.492
80 C -7.123 9.144 -5.993
81 C -6.965 9.486 -4.538
82 O -7.351 10.575 -4.160
83 O -7.698 10.078 -6.740
84 O -5.402 6.367 -3.416
85 H -6.273 8.744 -2.609
86 H -6.809 7.716 -7.536
87 H -7.899 10.820 -6.139
88 H -5.213 5.634 -4.038
89 C -2.005 -8.143 4.964
90 C -2.358 -8.343 6.243
91 C -2.375 -7.220 7.245
92 O -2.723 -7.472 8.380
93 C -1.969 -5.895 6.800
94 C -1.615 -5.702 5.524
95 C -1.622 -6.817 4.520
96 O -1.298 -6.553 3.373
97 O -1.231 -4.522 5.044
98 O -2.716 -9.529 6.710
99 H -1.990 -8.942 4.236
100 H -1.969 -5.098 7.530
101 H -1.041 -4.677 4.099
102 H -2.924 -9.400 7.655

Atom charges from the Löwdin analysis, given in e for atoms 1 to 8:
1. C -0.098
2. C -0.222
3. C -0.196
4. C -0.177
5. C -0.099
6. C -0.258
7. C -0.585
8. F 0.169

Record 2
C39H72B7F28N8O4 | ωB97M-V/def2-TZVPD

- Gap between HOMO and LUMO: 1.368 eV
- Multiplicity: 1
- Relative energy (zero: lowest compared OMol25 entry of this formula, charge and spin): 462.7 kcal/mol
- Charge: +1
- LUMO energy: -6.29 eV
- Highest occupied orbital energy: -0.28146 Ha

Cartesian coordinates (Å):
1 C -1.716 0.827 2.522
2 C -0.479 1.243 1.854
3 O -0.464 2.196 1.091
4 N 0.670 0.265 1.976
5 H 1.357 0.794 2.495
6 H 0.335 -0.509 2.531
7 C 1.194 -0.185 0.592
8 H -1.598 1.147 3.557
9 H -1.926 -0.235 2.397
10 H -2.580 1.380 2.152
11 H 0.451 -0.887 0.214
12 H 2.191 -0.621 0.657
13 H 1.240 0.767 0.062
14 C -5.386 -7.652 3.214
15 N -4.759 -8.917 2.816
16 C -4.964 -10.012 3.603
17 C -4.085 -11.120 3.494
18 C -3.238 -11.146 2.439
19 C -2.989 -9.979 1.681
20 C -3.774 -8.840 1.834
21 C -2.418 -12.334 2.137
22 C -2.204 -12.759 0.814
23 C -1.354 -13.798 0.562
24 N -0.604 -14.412 1.503
25 C -0.874 -14.077 2.831
26 C -1.747 -13.033 3.166
27 C 0.344 -15.443 1.192
28 H -4.548 -6.959 3.281
29 H -5.842 -7.925 4.165
30 H -6.030 -7.458 2.356
31 H -5.493 -9.988 4.543
32 H -4.159 -11.980 4.143
33 H -2.136 -9.932 1.020
34 H -3.593 -7.936 1.272
35 H -2.717 -12.287 -0.010
36 H -1.132 -14.079 -0.457
37 H -0.284 -14.762 3.422
38 H -1.751 -12.762 4.212
39 H 1.015 -14.979 0.469
40 H -0.138 -16.334 0.789
41 H 1.000 -15.629 2.042
42 C 2.061 8.719 -6.978
43 N 2.069 8.561 -5.558
44 C 1.650 7.368 -4.985
45 C 1.462 7.306 -3.574
46 C 1.635 8.420 -2.817
47 C 2.032 9.569 -3.457
48 C 2.334 9.633 -4.812
49 C 1.219 8.396 -1.465
50 C 2.092 7.959 -0.433
51 C 1.779 8.092 0.956
52 N 0.619 8.787 1.267
53 C -0.226 9.213 0.314
54 C 0.023 8.976 -1.039
55 C 0.275 8.956 2.686
56 H 3.123 8.888 -7.156
57 H 1.397 9.555 -7.195
58 H 1.932 7.712 -7.374
59 H 1.551 6.594 -5.731
60 H 1.295 6.369 -3.064
61 H 2.067 10.445 -2.826
62 H 2.631 10.552 -5.295
63 H 3.065 7.677 -0.807
64 H 2.382 7.662 1.741
65 H -1.192 9.567 0.643
66 H -0.747 9.252 -1.744
67 H 1.210 8.976 3.245
68 H -0.228 8.022 2.935
69 H -0.273 9.854 2.968
70 C 2.637 -7.098 -4.174
71 C 3.969 -7.778 -3.653
72 C 4.066 -7.852 -2.100
73 O 3.195 -8.783 -1.566
74 C 3.357 -9.099 -0.115
75 N 4.151 -9.217 -4.268
76 H 4.591 -9.123 -5.172
77 H 4.764 -9.824 -3.743
78 H 3.267 -9.682 -4.418
79 H 2.498 -6.017 -4.166
80 H 1.801 -7.490 -3.595
81 H 2.386 -7.373 -5.199
82 H 4.925 -7.408 -4.024
83 H 3.819 -6.870 -1.698
84 H 5.103 -8.085 -1.862
85 H 2.501 -9.727 0.130
86 H 3.205 -8.240 0.538
87 H 4.273 -9.600 0.199
88 C 8.980 3.055 -2.589
89 C 8.900 4.585 -2.839
90 C 9.167 5.411 -1.548
91 O 9.330 6.772 -1.949
92 C 9.712 7.718 -1.003
93 N 9.925 5.028 -3.924
94 H 10.867 5.060 -3.560
95 H 10.140 4.367 -4.657
96 H 9.798 5.866 -4.472
97 H 8.712 2.368 -3.392
98 H 8.321 2.894 -1.736
99 H 9.929 2.873 -2.084
100 H 7.874 4.796 -3.137
101 H 10.039 5.152 -0.946
102 H 8.335 5.308 -0.852
103 H 10.133 8.588 -1.507
104 H 10.454 7.243 -0.362
105 H 8.874 8.013 -0.371
106 C -9.440 8.000 -3.900
107 C -9.055 6.713 -3.221
108 C -10.201 6.291 -2.356
109 O -10.059 4.940 -1.767
110 C -9.099 4.809 -0.753
111 N -8.695 5.508 -4.158
112 H -7.881 5.798 -4.681
113 H -8.655 4.685 -3.574
114 H -9.411 5.419 -4.865
115 H -8.589 8.526 -4.335
116 H -10.041 8.785 -3.443
117 H -9.865 7.885 -4.897
118 H -8.173 6.850 -2.597
119 H -11.188 6.505 -2.766
120 H -10.091 6.993 -1.529
121 H -8.986 3.817 -0.317
122 H -9.392 5.391 0.121
123 H -8.085 5.016 -1.094
124 B 3.705 0.563 -6.885
125 F 2.622 1.102 -6.153
126 F 3.317 0.093 -8.102
127 F 4.602 1.561 -7.085
128 F 4.290 -0.474 -6.168
129 B 1.617 4.173 9.377
130 F 2.525 3.199 9.667
131 F 2.315 5.214 8.859
132 F 0.833 3.703 8.346
133 F 0.861 4.492 10.443
134 B -6.547 7.405 4.932
135 F -5.912 8.395 5.701
136 F -6.550 7.907 3.615
137 F -5.805 6.188 5.046
138 F -7.870 7.180 5.320
139 B 0.841 -4.963 5.660
140 F 1.099 -4.622 4.441
141 F -0.203 -4.127 6.062
142 F 0.565 -6.345 5.723
143 F 1.901 -4.722 6.525
144 B 7.058 0.897 3.647
145 F 6.531 0.475 4.860
146 F 8.251 1.539 3.809
147 F 7.301 -0.362 3.016
148 F 6.209 1.655 2.850
149 B -5.956 -2.089 -2.820
150 F -6.347 -2.995 -3.763
151 F -6.402 -0.828 -3.079
152 F -6.655 -2.413 -1.683
153 F -4.574 -2.096 -2.524
154 B -6.529 -1.666 9.047
155 F -7.411 -1.154 8.096
156 F -6.764 -2.990 9.294
157 F -5.273 -1.447 8.592
158 F -6.794 -0.943 10.200

Atom charges from the Löwdin analysis, given in e for atoms 1 to 8:
1. C 0.035
2. C -0.384
3. O 0.131
4. N 0.119
5. H 0.190
6. H 0.173
7. C 0.064
8. H 0.131

Record 3
C11H15N | ωB97M-V/def2-TZVPD

- Gap between HOMO and LUMO: 8.663 eV
- Multiplicity: 1
- SMILES: Cc1c[nH]c2ccccc12.CC
- Relative energy (zero: lowest compared OMol25 entry of this formula, charge and spin): 50.7 kcal/mol
- LUMO energy: 0.95 eV
- Highest occupied orbital energy: -0.28354 Ha

Cartesian coordinates (Å):
1 C -2.230 3.295 0.155
2 C -0.853 1.242 0.835
3 C -1.678 2.399 1.141
4 C -0.338 0.619 2.048
5 C -1.514 2.558 2.489
6 C 0.373 -0.382 -0.435
7 C 0.991 -0.784 0.752
8 C -0.542 0.651 -0.423
9 C 0.624 -0.354 2.027
10 N -0.767 1.535 2.999
11 H 0.839 -0.770 -1.338
12 H 1.635 -1.684 0.769
13 H -0.938 1.134 -1.298
14 H 0.887 -0.776 2.940
15 H -1.575 3.930 -0.185
16 H -3.154 3.709 0.508
17 H -1.888 3.295 3.044
18 H -0.457 1.530 3.924
19 H -2.476 2.818 -0.871
20 C 1.279 -2.971 -2.986
21 C 1.978 -2.877 -1.701
22 H 1.874 -2.567 -3.834
23 H 1.297 -4.006 -3.330
24 H 0.143 -2.643 -3.080
25 H 1.312 -3.211 -0.907
26 H 2.361 -1.960 -1.510
27 H 2.818 -3.730 -1.734

Atom charges from the natural (NBO) analysis, given in e for atoms 1 to 8:
1. C -0.613
2. C -0.059
3. C -0.103
4. C 0.125
5. C -0.018
6. C -0.254
7. C -0.213
8. C -0.185

Record 4
C25H48OP4Zr | ωB97M-V/def2-TZVPD

- Gap between HOMO and LUMO (spin up / spin down): 3.282 / 3.256 eV
- Multiplicity: 1
- Charge: +4
- LUMO energy (spin up / spin down): -16.01 / -16.03 eV
- Highest occupied orbital energy (spin up / spin down): -0.70906 / -0.70883 Ha

Cartesian coordinates (Å):
1 Zr 1.059 0.421 0.379
2 P 1.668 1.775 3.045
3 P -0.862 2.124 -0.171
4 P 2.764 -1.739 0.465
5 H 0.106 1.799 -4.798
6 C 0.650 0.886 -4.583
7 C 0.043 -0.302 -4.465
8 H -1.037 -0.405 -4.546
9 C 2.108 3.479 2.691
10 C 0.323 1.903 4.239
11 C 3.043 0.949 3.919
12 C -1.838 1.700 -1.632
13 C -2.151 2.321 1.082
14 C -0.391 3.823 -0.554
15 C 2.493 -2.858 -0.971
16 C 2.773 -2.960 1.848
17 C 4.546 -1.414 0.201
18 H 1.738 0.965 -4.454
19 H 0.609 -1.218 -4.282
20 H 3.199 3.564 2.584
21 H 1.727 4.129 3.492
22 H 1.646 3.795 1.754
23 H 0.767 1.983 5.244
24 H -0.334 1.026 4.224
25 H -0.279 2.807 4.053
26 H 3.400 1.527 4.777
27 H 3.860 0.752 3.200
28 H 2.683 -0.003 4.331
29 H -2.435 2.591 -1.851
30 H -2.491 0.846 -1.431
31 H -1.190 1.466 -2.484
32 H -2.690 3.235 0.807
33 H -1.718 2.431 2.082
34 H -2.835 1.466 1.061
35 H -1.340 4.345 -0.722
36 H 0.215 3.854 -1.465
37 H 0.152 4.297 0.268
38 H 3.376 -3.502 -1.114
39 H 2.341 -2.241 -1.867
40 H 1.605 -3.488 -0.821
41 H 3.800 -3.227 2.152
42 H 2.228 -3.879 1.578
43 H 2.262 -2.509 2.708
44 H 5.063 -2.327 -0.128
45 H 5.003 -1.044 1.125
46 H 4.676 -0.651 -0.575
47 C 3.507 1.855 -1.100
48 C 4.142 2.819 -0.291
49 C 5.455 3.136 -0.580
50 C 6.163 2.472 -1.577
51 C 5.506 1.516 -2.368
52 C 4.153 1.253 -2.191
53 O 2.302 1.342 -0.755
54 H 2.154 0.825 1.772
55 H 3.621 3.210 0.600
56 H 5.962 3.918 0.006
57 H 7.203 2.725 -1.784
58 H 6.037 0.976 -3.138
59 H 3.573 0.569 -2.817
60 C -1.640 -1.141 2.606
61 P -0.938 -1.453 0.948
62 C -0.744 -3.275 0.982
63 C -2.449 -1.429 -0.133
64 C -3.710 -0.954 0.282
65 C -4.786 -0.972 -0.614
66 C -4.635 -1.490 -1.907
67 C -3.381 -1.986 -2.314
68 C -2.292 -1.922 -1.448
69 H -0.821 -1.218 3.338
70 H -2.410 -1.898 2.823
71 H -2.078 -0.133 2.649
72 H -1.752 -3.714 1.053
73 H -0.290 -3.649 0.055
74 H -0.141 -3.577 1.849
75 H -3.870 -0.611 1.315
76 H -5.765 -0.598 -0.278
77 H -5.485 -1.517 -2.592
78 H -3.269 -2.443 -3.299
79 H -1.313 -2.284 -1.788

Atom charges from the Löwdin analysis, given in e for atoms 1 to 8:
1. Zr 1.239
2. P 0.919
3. P 0.689
4. P 0.741
5. H 0.062
6. C -0.063
7. C -0.072
8. H 0.054

Number 1: largest force on an atom 2.62 eV/Å, energy -105854.27973 eV. Number 2: largest force on an atom 5.62 eV/Å, energy -142555.76029 eV. Number 3: largest force on an atom 5.75 eV/Å, energy -13138.59483 eV. Number 4: largest force on an atom 4.73 eV/Å, energy -67144.02036 eV.